(1)
Density functional theory data (wB97M-V/def2-TZVPD) for a structure of composition C14H18IN3V.

```
! RIJCOSX wB97M-V def2-TZVPD def2/J DEFGRID3
* xyz 0 4
C -1.186 -2.574 -1.506
C 0.746 -3.061 0.091
H -1.823 -3.335 -0.938
H -0.587 -3.124 -2.330
H -1.424 -1.502 -1.546
H 1.424 -2.178 0.183
H 0.125 -3.632 0.852
H 1.074 -3.810 -0.754
V -0.152 -1.550 -0.344
C 1.041 -1.148 -2.057
H 2.089 -1.285 -1.706
H 0.956 -0.093 -2.403
H 0.901 -1.811 -2.941
I -2.474 -1.082 0.833
C -1.892 3.921 -2.166
C -0.963 4.183 -1.155
C -0.298 3.114 -0.524
C -0.587 1.775 -0.900
C -1.485 1.536 -1.946
C -2.151 2.600 -2.565
N -0.005 0.672 -0.187
N 0.915 1.165 0.644
C 1.180 0.352 1.734
C 1.673 0.878 2.938
C 1.692 0.068 4.058
C 1.212 -1.247 3.932
C 0.793 -1.725 2.700
N 0.838 -0.951 1.587
H -2.416 4.747 -2.651
H -0.732 5.201 -0.838
H 0.441 3.282 0.254
H -1.671 0.500 -2.271
H -2.872 2.397 -3.361
H 1.977 1.932 2.914
H 2.062 0.434 5.017
H 1.176 -1.919 4.786
H 0.402 -2.730 2.568
*
```

HOMO-LUMO gap (alpha / beta): 7.556 / 4.646 eV
Lowest unoccupied orbital energy (alpha / beta): 0.161 / -3.484 eV

***

(2)
Density functional theory data (wB97M-V/def2-TZVPD) for a structure of composition C10H4ClIrNO5.

```
! RIJCOSX wB97M-V def2-TZVPD def2/J DEFGRID3
* xyz 3 5
O 2.256 4.650 -1.946
C 1.799 3.703 -1.545
Ir 0.728 1.484 -0.607
O 3.405 0.365 0.588
C 2.430 0.779 0.147
C -1.111 1.900 -1.240
O -2.176 2.128 -1.603
C 1.044 0.423 -2.262
O 1.223 -0.194 -3.210
C 0.269 2.251 1.173
O 0.002 2.684 2.198
Cl -2.847 -3.131 -1.001
C -1.703 -2.322 -0.038
C -1.334 -2.800 1.216
C -0.400 -2.098 1.961
C 0.144 -0.936 1.447
N -0.226 -0.496 0.230
C -1.132 -1.151 -0.536
H -1.782 -3.710 1.589
H -0.080 -2.425 2.935
H 0.885 -0.350 2.011
H -1.394 -0.755 -1.508
*
```

HOMO-LUMO gap (alpha / beta): 6.474 / 7.231 eV
Lowest unoccupied orbital energy (alpha / beta): -12.160 / -15.991 eV

***

(3)
Density functional theory data (wB97M-V/def2-TZVPD) for a structure of composition C25H15Cl5NPtSSb.

```
! RIJCOSX wB97M-V def2-TZVPD def2/J DEFGRID3
* xyz 2 1
Pt 1.063 1.704 0.572
Cl 3.644 2.118 -0.822
C 3.040 0.513 -1.078
C 1.826 0.197 -0.491
C 1.293 -1.060 -0.696
Cl -0.258 -1.473 -0.028
C 1.973 -2.010 -1.459
Cl 1.304 -3.567 -1.695
C 3.204 -1.682 -2.032
Cl 4.047 -2.835 -2.964
C 3.743 -0.406 -1.846
Cl 5.237 0.025 -2.546
N 0.248 0.093 2.915
C 0.976 0.693 2.205
S -0.531 2.101 -1.162
Sb -1.864 2.084 0.728
C -0.746 3.260 2.068
C -0.886 3.165 3.450
C 0.043 3.782 4.273
C 1.126 4.470 3.728
C 1.254 4.590 2.356
C 0.315 3.993 1.507
C -2.021 0.178 1.825
C -1.115 -0.336 2.893
C -1.279 -1.745 3.296
C -2.395 -2.446 2.953
C -3.332 -1.836 2.110
C -3.149 -0.549 1.565
C -3.864 2.542 0.376
C -4.713 2.845 1.439
C -6.029 3.179 1.165
C -6.480 3.206 -0.150
C -5.625 2.902 -1.200
C -4.302 2.568 -0.945
H -1.721 2.636 3.896
H -0.072 3.725 5.347
H 1.853 4.931 4.382
H 2.065 5.166 1.930
H 0.338 4.222 0.446
H -1.617 0.128 3.788
H -0.515 -2.156 3.946
H -2.545 -3.457 3.303
H -4.228 -2.386 1.841
H -3.900 -0.171 0.880
H -4.363 2.840 2.466
H -6.701 3.428 1.976
H -7.508 3.472 -0.357
H -5.983 2.931 -2.220
H -3.632 2.341 -1.766
*
```

HOMO-LUMO gap: 4.919 eV
Lowest unoccupied orbital energy: -8.915 eV

***

(4)
Density functional theory data (wB97M-V/def2-TZVPD) for an isolated molecule of C19H20N4.

```
! RIJCOSX wB97M-V def2-TZVPD def2/J DEFGRID3
* xyz 0 1
C 2.861 -2.469 2.549
C 1.514 -2.419 2.923
C 0.607 -1.705 2.181
C 1.009 -1.016 1.026
C 0.173 -0.271 0.119
N -1.174 -0.394 0.046
C -1.918 0.548 -0.764
C -3.184 1.063 -0.074
C -4.315 0.035 -0.013
C -4.254 -0.918 1.188
C -2.841 -1.339 1.605
C -1.896 -1.588 0.422
N 0.726 0.605 -0.707
C 2.057 0.642 -0.833
C 2.603 1.638 -1.765
C 3.980 1.773 -1.930
C 4.446 2.727 -2.818
N 3.655 3.522 -3.521
C 2.348 3.392 -3.362
C 1.768 2.472 -2.505
N 2.900 -0.165 -0.237
C 2.399 -0.970 0.722
C 3.302 -1.743 1.477
H 3.555 -3.056 3.134
H 1.187 -2.941 3.811
H -0.413 -1.642 2.524
H -2.189 0.083 -1.721
H -1.247 1.382 -0.970
H -3.528 1.922 -0.653
H -2.940 1.419 0.927
H -4.312 -0.539 -0.942
H -5.272 0.559 0.027
H -4.838 -1.808 0.946
H -4.730 -0.444 2.048
H -2.403 -0.562 2.234
H -2.918 -2.245 2.208
H -2.476 -1.925 -0.445
H -1.178 -2.375 0.657
H 4.648 1.139 -1.371
H 5.507 2.868 -2.980
H 1.740 4.061 -3.957
H 0.698 2.391 -2.405
H 4.343 -1.710 1.200
*
```

HOMO-LUMO gap: 8.252 eV
Lowest unoccupied orbital energy: 0.110 eV
SMILES: c1ccc2c(N3CCCCCC3)nc(-c3ccncc3)nc2c1

***

(5)
Density functional theory data (wB97M-V/def2-TZVPD) for a cluster of 2 separate species, C4H12NO in total.

```
! RIJCOSX wB97M-V def2-TZVPD def2/J DEFGRID3
* xyz 1 1
C -0.543 -1.919 -1.918
C -0.347 -1.211 -0.699
C -0.888 0.140 -0.583
C -0.593 0.360 1.917
N -0.339 0.739 0.669
H -0.547 -3.042 -1.739
H 0.074 -1.825 -2.808
H -1.610 -1.649 -2.224
H 0.724 -1.285 -0.519
H -0.672 -1.778 0.193
H -2.009 0.382 -0.772
H -0.519 0.781 -1.419
H -1.456 -0.248 2.042
H -0.236 0.813 2.778
H 0.328 1.520 0.670
H 2.508 0.807 0.647
H 2.527 2.250 1.307
O 2.186 1.735 0.607
*
```

HOMO-LUMO gap: 9.769 eV
Lowest unoccupied orbital energy: -5.277 eV

***

(6)
Density functional theory data (wB97M-V/def2-TZVPD) for a cluster of 5 separate species, H9O5 in total.

```
! RIJCOSX wB97M-V def2-TZVPD def2/J DEFGRID3
* xyz -1 1
O 0.783 0.835 0.677
H 1.499 1.330 1.077
O -0.394 3.389 0.360
H -0.978 3.018 -0.308
H 0.058 2.564 0.657
O -0.859 0.016 -1.070
H -0.663 0.862 -1.481
H -0.130 0.108 -0.266
O 1.127 -1.755 1.600
H 1.154 -0.780 1.475
H 0.667 -2.140 0.869
O -0.819 -2.736 -1.499
H -0.666 -2.966 -0.586
H -0.781 -1.746 -1.505
*
```

HOMO-LUMO gap: 9.395 eV
Lowest unoccupied orbital energy: 4.186 eV

***

| no. | total energy (hartree) | F_max (Eh/bohr) |
| --- | --- | --- |
| 1 | -1949.945096 | 0.1083 |
| 2 | -1377.584452 | 0.0969 |
| 3 | -4074.432715 | 0.0031 |
| 4 | -955.069348 | 0.0183 |
| 5 | -289.285900 | 0.1088 |
| 6 | -381.644055 | 0.0415 |